Record 1
DFT (ωB97M-V with the def2-TZVPD basis set) results for a 10-piece molecular cluster, C14H38N10O18 overall in a non-equilibrium geometry.

```
80
Properties=species:S:1:pos:R:3:forces:R:3
C 7.3162 10.1078 0.7589 0.46 -0.03 0.40
N 6.0766 10.7895 0.4207 -1.38 2.56 -0.42
O 5.5590 10.5121 -0.6480 -0.39 -0.93 -0.24
O 5.6946 11.7650 1.0744 0.67 -1.71 -0.10
H 7.1651 9.0417 0.9281 -0.30 0.18 0.13
H 7.6817 10.6504 1.6308 0.40 -0.39 -0.23
H 7.9016 10.2087 -0.1550 0.34 0.11 0.36
C 0.8354 3.0697 -3.3919 0.33 0.85 -0.03
N 2.2785 3.2410 -2.9233 -0.39 -2.45 2.28
O 3.1251 3.6327 -3.6886 -0.11 0.38 0.04
O 2.5135 2.8246 -1.7516 -0.40 1.41 -2.56
H 0.2096 3.1019 -2.5000 0.16 0.01 -0.22
H 0.6818 2.1432 -3.9452 0.55 -0.11 0.27
H 0.6504 3.8904 -4.0848 -0.08 0.02 0.18
C 3.3529 7.0339 3.3433 -0.37 1.17 -0.45
N 3.8024 8.2030 2.4598 -0.90 1.26 0.59
O 3.1724 9.2498 2.6171 0.20 -1.21 0.23
O 4.6775 8.1165 1.6393 0.68 -1.01 -0.40
H 2.3922 6.7932 2.8880 0.09 -0.38 0.12
H 3.1371 7.5397 4.2844 0.22 -0.44 0.08
H 4.0410 6.1899 3.3911 0.07 0.44 -0.20
C 2.4423 11.7149 1.1144 0.18 -0.59 -0.63
N 2.5555 13.0893 0.6399 -0.81 0.75 0.99
O 2.1437 13.3577 -0.4536 -0.41 -0.21 -1.89
O 2.9420 13.9116 1.4180 0.78 0.64 0.93
H 3.0617 11.6406 2.0082 -0.26 -0.41 -0.38
H 2.7310 11.1521 0.2267 0.53 -0.45 0.49
H 1.3862 11.4757 1.2386 0.06 0.34 0.45
C 0.3768 8.4571 -5.7810 -0.29 -0.93 0.05
N 0.3994 6.9254 -5.8327 -0.87 0.62 -0.89
O 1.4771 6.3665 -6.1020 -1.81 0.20 0.78
O -0.7368 6.4322 -5.7343 2.86 -0.06 -0.07
H 0.2610 8.7877 -6.8132 -0.21 -0.08 0.07
H 1.3148 8.8719 -5.4120 -0.18 -0.31 0.25
H -0.5262 8.6280 -5.1950 0.45 0.64 0.00
C 1.5228 11.4390 -3.2851 -0.30 0.51 0.80
N 1.7101 11.5645 -4.7567 -1.60 -0.38 -0.36
O 2.7675 11.6302 -5.2920 2.55 0.15 0.40
O 0.6918 11.4983 -5.4173 -1.10 0.04 0.20
H 2.0436 10.5579 -2.9102 -0.22 -0.10 -0.41
H 0.4447 11.4065 -3.1278 0.30 -0.43 -0.03
H 1.8978 12.2764 -2.6967 0.34 0.28 -0.58
C 3.1306 8.3032 -8.4174 -0.15 -1.26 -0.28
N 3.9328 9.2875 -7.6869 -0.32 1.18 -1.29
O 3.9885 10.3989 -8.1469 0.26 0.25 -0.11
O 4.3920 8.9558 -6.6248 0.56 -0.65 1.30
H 3.5905 7.3290 -8.2513 -0.45 0.02 0.48
H 3.0812 8.3989 -9.5020 0.15 0.91 0.26
H 2.1507 8.4372 -7.9594 0.01 -0.54 -0.25
C 5.2996 4.7026 -1.0307 -0.76 -1.32 0.20
N 6.4878 5.1432 -0.2843 2.37 -0.59 -0.14
O 7.0225 4.2910 0.4321 -1.22 1.32 -0.74
O 6.9651 6.2484 -0.4936 -0.67 0.05 0.11
H 4.9717 5.1978 -1.9446 0.61 0.83 0.42
H 4.5218 4.6844 -0.2673 -0.23 -0.24 -0.33
H 5.5351 3.6918 -1.3638 -0.24 -0.07 0.39
C 2.9116 6.6143 -3.4855 -2.58 -1.31 0.76
O 1.8834 6.1891 -2.9082 2.69 1.33 -1.39
N 3.6548 7.6240 -2.8891 1.79 2.41 0.17
C 5.0073 8.0167 -3.3138 -0.22 -0.79 -1.74
C 3.2541 8.3032 -1.7035 -0.95 -2.03 1.09
H 3.2827 6.2711 -4.4636 -0.10 -0.05 0.36
H 5.2296 7.5138 -4.2550 0.24 -0.51 0.27
H 5.7250 7.8266 -2.5158 -0.07 -0.23 0.14
H 5.1309 9.0522 -3.6309 -0.74 0.49 0.53
H 3.4807 9.3598 -1.5609 -0.06 0.02 -0.72
H 2.2828 7.8864 -1.4368 -0.34 0.93 -0.07
H 3.8748 7.8091 -0.9560 0.59 0.01 0.61
C -0.5128 8.5501 -1.4620 -0.83 3.22 -0.85
O -0.5455 9.2639 -2.4864 0.59 -1.98 1.24
N -1.1056 8.9827 -0.3097 0.65 -0.98 0.84
C -0.8394 8.1930 0.9292 -0.92 0.67 0.01
C -1.4646 10.4010 -0.0767 0.13 0.43 -0.05
H 0.0443 7.6061 -1.3585 -0.38 -0.13 -0.21
H -0.0615 8.6408 1.5477 0.19 0.17 -0.09
H -0.6126 7.1358 0.7918 0.10 0.17 -0.66
H -1.7523 8.1959 1.5248 -0.01 0.08 0.05
H -1.7223 11.0094 -0.9436 0.33 -0.77 -0.49
H -2.3118 10.6001 0.5795 -0.10 -0.96 0.21
H -0.6303 10.9129 0.4029 0.26 -0.07 0.01
```
Positions in Å, forces in eV/Å.

Frontier orbital gap (spin up / spin down) ... 8.6941 / 4.1723 eV
HOMO energy (spin up / spin down) ... -12.3749 / -12.3745 eV
LUMO (spin up / spin down) ... -3.68 / -8.20 eV
Multiplicity ... 2
Max |F| ... 0.067 hartree/bohr
Expectation value of S² ... 0.78
Charge ... +1
Molar mass ... 634.5 Da

=====

Record 2
DFT (ωB97M-V with the def2-TZVPD basis set) results for an isolated ion of composition C25H32N3 and charge +1 in a non-equilibrium geometry.

```
60
Properties=species:S:1:pos:R:3:forces:R:3
C -3.0895 2.6697 1.0599 -0.44 0.29 0.08
C -2.0606 1.5735 1.2806 0.84 -0.55 -0.02
N -0.7813 1.5318 0.3739 -1.36 0.98 -0.87
C -1.2862 1.2009 -1.0564 -0.05 0.14 -0.04
C -1.8930 2.3453 -1.8501 -0.23 -0.04 -0.29
C -0.0937 2.9410 0.4221 0.15 -0.57 -0.37
C -0.2941 3.7748 1.6695 -0.03 0.51 0.48
C 0.1986 0.4047 0.7593 1.78 -1.00 0.41
C 1.3527 0.3392 -0.2723 0.44 0.37 0.26
C 2.3351 1.3282 -0.4061 -0.42 -1.02 -0.54
N 2.9744 1.2198 -1.6129 -0.16 -0.61 0.39
C 3.8854 2.1840 -2.1887 0.38 0.37 -0.12
C 2.5127 0.0794 -2.2626 -0.53 0.91 0.79
C 2.8048 -0.2878 -3.5619 -0.19 -0.70 -0.81
C 2.2048 -1.4516 -4.0551 0.04 0.57 0.30
C 1.3510 -2.1918 -3.2150 0.18 0.28 0.46
C 1.0560 -1.7702 -1.9032 -0.49 -1.05 -0.59
C 1.5407 -0.5576 -1.4248 0.81 1.13 -0.31
C -0.3832 -0.9787 1.0436 -0.91 -0.51 -1.03
C -1.3517 -1.6576 0.2886 0.63 -0.24 1.26
N -1.6212 -2.8884 0.8441 0.49 0.59 -0.02
C -2.6170 -3.8258 0.3636 -0.25 0.02 -0.27
C -0.7705 -3.0912 1.9221 -0.16 0.57 -0.94
C -0.6763 -4.2520 2.6667 0.44 -0.41 1.09
C 0.3503 -4.3312 3.6174 -0.30 0.32 -0.28
C 1.2641 -3.2608 3.7297 -0.21 0.57 -0.38
C 1.1416 -2.0893 2.9363 0.56 -0.41 1.07
C 0.0737 -1.9398 2.0556 -0.91 -0.78 -0.57
H -3.9090 2.4738 1.7671 0.28 -0.06 -0.09
H -2.7584 3.6891 1.2735 0.08 -0.34 -0.09
H -3.5531 2.6733 0.0745 0.06 -0.15 0.36
H -1.6820 1.6135 2.2999 -0.05 -0.11 -0.03
H -2.5311 0.5996 1.1546 0.16 0.04 -0.02
H -0.4820 0.7510 -1.6449 0.07 0.21 0.46
H -2.0401 0.4232 -0.9053 0.17 0.32 -0.03
H -2.0010 1.9937 -2.8895 -0.02 0.15 0.39
H -2.8812 2.5990 -1.4591 0.39 0.14 -0.56
H -1.2655 3.2444 -1.8761 -0.35 -0.35 -0.28
H 0.9743 2.8362 0.2790 -0.34 -0.55 -0.11
H -0.4255 3.4753 -0.4675 -0.04 -0.13 0.54
H 0.6480 4.2651 1.9573 -0.26 -0.19 -0.22
H -1.0189 4.5680 1.4599 0.18 -0.16 0.38
H -0.6104 3.2073 2.5489 0.04 0.20 -0.18
H 0.6041 0.7377 1.7223 0.03 0.13 -0.13
H 2.6899 2.0589 0.3082 -0.19 0.07 -0.12
H 3.9833 1.9673 -3.2638 -0.01 0.28 0.56
H 3.4775 3.1989 -2.0633 0.17 -0.32 -0.13
H 4.8916 2.1542 -1.7371 -0.41 -0.12 -0.12
H 3.4230 0.3545 -4.1968 -0.10 -0.54 0.24
H 2.3988 -1.7679 -5.0858 -0.13 0.09 0.49
H 0.9142 -3.1058 -3.6148 0.13 0.11 0.32
H 0.4921 -2.4341 -1.2437 -0.06 0.32 -0.39
H -1.8188 -1.4486 -0.6624 -0.06 0.26 0.23
H -2.7244 -4.6234 1.1001 -0.13 0.17 -0.22
H -3.5803 -3.3122 0.2376 0.22 -0.21 0.13
H -2.3466 -4.2777 -0.6038 0.09 0.16 0.34
H -1.4076 -5.0574 2.5538 0.44 0.24 0.01
H 0.4415 -5.2153 4.2717 -0.02 0.60 -0.50
H 2.0661 -3.3483 4.4740 -0.27 0.18 -0.52
H 1.9041 -1.3121 3.0077 -0.19 -0.16 0.15
```
Positions in Å, forces in eV/Å.

Frontier orbital gap ... 8.3306 eV
Energy relative to the best compared isomer or geometry (same formula, charge and spin) ... 151.9 kJ/mol
HOMO energy ... -10.3380 eV
LUMO ... -2.01 eV
Max |F| ... 0.041 hartree/bohr
SMILES ... CC[N+](CC)(CC)C(c1cn(C)c2ccccc12)c1cn(C)c2ccccc12
Charge ... +1
Molar mass ... 374.6 Da

=====

Record 3
DFT (ωB97M-V with the def2-TZVPD basis set) results for a 2-piece molecular cluster, C14H31Br2N2O2S overall.

```
52
Properties=species:S:1:pos:R:3:forces:R:3
C -1.2247 -4.5554 1.7437 -0.03 0.04 0.03
C -1.9022 -3.9248 0.5347 -0.02 -0.01 -0.07
S -2.7668 -2.3443 0.8232 -0.03 -0.01 0.05
C -1.5073 -1.1300 0.4115 0.04 0.02 0.02
N -1.1333 -0.1715 1.5186 -0.21 -0.09 0.14
C -2.2446 0.8151 1.8418 -0.01 -0.03 -0.05
C -3.0334 0.4559 3.0877 -0.02 0.01 0.00
O -2.1592 0.1795 4.1601 -0.02 0.00 -0.04
C -1.4499 -0.9999 3.8841 -0.02 -0.04 0.03
C -0.4752 -0.8452 2.7189 -0.05 0.12 -0.20
C 0.8501 -0.1648 3.0522 0.13 0.10 0.12
Br 0.6867 1.7562 3.3029 0.07 0.08 0.03
C 1.9854 -0.5191 2.0950 0.02 -0.21 0.06
C 3.3593 -0.1990 2.6442 0.11 0.17 -0.09
Br 1.7576 0.3075 0.3299 0.27 0.16 -0.11
H -0.7019 -3.8199 2.3559 0.05 -0.03 -0.04
H -0.4946 -5.2990 1.4228 -0.05 -0.03 -0.01
H -1.9528 -5.0539 2.3826 0.01 0.06 0.03
H -2.6970 -4.5713 0.1621 0.05 -0.02 -0.02
H -1.2183 -3.7776 -0.3017 0.01 0.04 0.04
H -1.8606 -0.4948 -0.4001 0.03 -0.02 -0.02
H -0.5855 -1.6179 0.0951 -0.04 -0.01 0.02
H -0.3769 0.3921 1.0994 -0.07 0.02 -0.04
H -1.7606 1.7802 1.9716 -0.03 -0.06 0.03
H -2.8936 0.8549 0.9677 0.01 0.02 0.01
H -3.6363 1.3198 3.3635 0.01 -0.02 0.01
H -3.7033 -0.3936 2.9163 0.03 0.00 -0.02
H -2.1455 -1.8129 3.6491 0.01 0.00 0.05
H -0.8893 -1.2713 4.7789 0.01 0.03 -0.02
H -0.2115 -1.8484 2.3774 -0.08 0.00 -0.01
H 1.1617 -0.5075 4.0392 -0.08 -0.18 -0.05
H 1.9031 -1.5853 1.8744 0.06 0.00 0.15
H 3.5337 0.8767 2.6708 -0.04 -0.03 0.03
H 3.4589 -0.5888 3.6597 -0.03 -0.04 -0.03
H 4.1331 -0.6525 2.0272 -0.03 0.02 -0.02
C 2.7905 2.6142 -4.0115 -0.02 0.01 0.01
C 1.7397 1.5688 -3.6629 0.04 0.00 0.02
C 0.6819 1.3509 -4.7499 -0.02 0.02 -0.01
O -0.2716 2.3886 -4.8470 0.04 0.03 0.04
C 0.0762 3.4646 -5.7011 -0.01 -0.02 -0.05
N 1.1395 1.9105 -2.3667 -0.07 -0.17 0.07
H 2.3832 3.6226 -3.9283 -0.01 0.00 -0.02
H 3.6318 2.5445 -3.3231 -0.01 0.01 0.01
H 3.1616 2.4792 -5.0280 0.01 -0.01 0.01
H 2.2473 0.6054 -3.5387 0.01 0.01 -0.03
H 0.1107 0.4524 -4.4980 -0.01 0.00 -0.01
H 1.1618 1.1801 -5.7217 0.01 -0.01 0.02
H 0.6159 3.1069 -6.5833 -0.02 0.00 -0.01
H 0.6918 4.2125 -5.1962 0.01 -0.01 0.00
H -0.8516 3.9337 -6.0227 0.00 0.01 0.01
H 0.4849 1.1778 -2.1063 -0.07 0.02 -0.11
H 0.5675 2.7413 -2.4948 0.04 0.02 0.02
```
Positions in Å, forces in eV/Å.

Frontier orbital gap ... 9.1411 eV
HOMO energy ... -11.4661 eV
LUMO ... -2.32 eV
Max |F| ... 0.006 hartree/bohr
Charge ... +1
Molar mass ... 451.3 Da